A molecular structure, C28H28Cl2O2PPdS in a non-equilibrium geometry. Source: OMol25; level of theory: wB97M-V/def2-TZVPD.

Output
- Energy above the lowest of the compared OMol25 structures with the same formula, charge and spin: 41.9 kcal per mole
- Energy: -3021.8322 hartree
- Charge: +1
- Kohn-Sham gap (alpha / beta): 5.749 / 5.691 eV

XYZ file:
```
63
Properties=species:S:1:pos:R:3:forces:R:3:lowdin_charge:R:1
Pd -0.078 -0.069 -0.274 2.035 1.839 -0.366 0.41
Cl 1.903 -0.028 -1.690 -0.300 0.101 -0.087 0.81
C 2.810 -1.289 -0.943 0.645 -1.369 0.622 -0.65
C 4.191 -1.266 -1.010 -0.169 0.169 -0.122 -0.10
C 4.917 -2.295 -0.432 -0.091 -0.110 0.036 -0.06
C 4.270 -3.361 0.175 0.069 0.096 -0.048 -0.09
C 2.890 -3.388 0.227 -0.117 0.561 -0.153 -0.70
Cl 2.078 -4.710 0.966 0.022 -0.183 0.116 0.71
C 2.125 -2.335 -0.306 0.587 0.416 -0.123 -0.72
S 0.404 -2.403 -0.204 -1.775 0.489 0.190 0.67
H 4.682 -0.452 -1.520 0.112 0.090 0.003 0.11
H 5.994 -2.275 -0.461 0.133 0.026 -0.043 0.11
H 4.828 -4.173 0.616 0.053 -0.051 0.006 0.11
C 1.880 4.200 0.836 -0.274 0.060 -0.240 0.02
C 1.651 2.726 0.696 0.364 -0.063 0.240 -0.38
O 0.766 2.296 -0.028 -0.681 -0.328 -0.257 -0.03
C 2.534 1.814 1.458 -0.038 -0.500 0.133 -0.17
C 2.033 0.583 1.896 -0.407 0.159 0.101 -0.06
C 2.850 -0.310 2.566 -0.088 0.001 0.007 -0.06
C 4.166 0.027 2.841 -0.034 0.073 -0.059 -0.05
C 4.664 1.256 2.436 0.098 -0.021 -0.027 -0.06
C 3.861 2.139 1.737 -0.186 0.047 -0.066 -0.02
H 1.016 4.734 0.450 -0.014 0.022 -0.028 0.08
H 2.752 4.484 0.247 0.115 0.041 -0.025 0.10
H 2.061 4.476 1.871 0.057 -0.035 0.056 0.10
H 0.961 0.351 1.776 0.649 0.101 0.021 0.07
H 2.455 -1.261 2.887 -0.071 -0.112 0.070 0.12
H 4.798 -0.657 3.384 0.074 -0.100 0.049 0.11
H 5.682 1.529 2.669 0.100 0.003 -0.032 0.11
H 4.275 3.073 1.389 0.029 0.142 0.030 0.12
C -2.932 0.173 2.086 0.190 -0.054 -0.194 -0.20
P -2.011 0.868 0.653 -1.253 -0.859 0.327 0.98
C -1.870 2.611 1.153 0.448 -0.109 -0.105 -0.37
C -2.180 3.645 0.276 -0.019 -0.181 -0.108 -0.08
C -2.094 4.961 0.693 -0.004 0.136 0.013 -0.06
C -1.675 5.259 1.980 -0.053 -0.006 -0.039 -0.07
C -1.333 4.233 2.848 0.056 0.001 0.111 -0.07
C -1.426 2.916 2.438 -0.005 -0.112 -0.015 -0.10
C -3.123 0.956 -0.786 0.374 -0.159 0.001 -0.39
C -4.423 1.444 -0.704 0.177 -0.069 0.063 -0.08
C -5.200 1.526 -1.848 -0.104 0.033 0.115 -0.06
C -4.692 1.116 -3.070 0.064 -0.056 -0.032 -0.06
C -3.398 0.624 -3.157 -0.065 0.098 -0.029 -0.07
C -2.614 0.551 -2.019 0.420 -0.087 -0.041 -0.13
H -3.536 0.932 2.579 0.049 0.074 -0.077 0.06
H -2.211 -0.228 2.798 -0.014 0.019 0.050 0.05
H -3.562 -0.641 1.746 0.010 -0.038 -0.077 0.04
H -2.512 3.415 -0.725 0.017 0.065 -0.079 0.11
H -2.360 5.757 0.013 -0.021 0.043 -0.049 0.11
H -1.630 6.285 2.312 0.048 0.089 0.012 0.11
H -1.000 4.461 3.850 0.011 0.012 0.104 0.11
H -1.172 2.120 3.123 0.057 -0.038 0.113 0.11
H -4.816 1.764 0.250 -0.111 0.075 0.087 0.12
H -6.204 1.918 -1.783 -0.087 -0.007 0.005 0.11
H -5.308 1.173 -3.954 -0.048 0.021 -0.082 0.11
H -3.009 0.299 -4.110 0.070 -0.027 -0.067 0.11
H -1.590 0.143 -2.084 -0.635 0.195 -0.035 0.08
C -3.370 -2.444 -0.975 -0.249 -0.264 -0.076 -0.11
O -2.467 -1.737 -0.137 -0.180 -0.358 0.233 -0.31
H -4.130 -2.962 -0.384 -0.023 0.012 -0.061 0.09
H -2.843 -3.173 -1.596 -0.018 0.049 -0.025 0.09
H -3.858 -1.710 -1.613 0.010 -0.068 0.016 0.07
H -2.081 -2.363 0.489 -0.006 0.004 -0.063 0.04
```
Positions in Å, forces in eV/Å.

A gas-phase ion, C14H30B3NO7P3S (charge +1). Source: OMol25; level of theory: wB97M-V/def2-TZVPD.

Output
- Energy: -2629.8318 hartree
- Charge: +1
- Kohn-Sham gap: 7.676 eV
- Structure (SMILES): CCSCc1c(B(C)O)c(P(C)CC)c(PP(=O)(O)O)[n+](B(C)O)c1CB(O)O

XYZ file:
```
59
Properties=species:S:1:pos:R:3:forces:R:3:lowdin_charge:R:1
C 5.188 1.858 -1.148 0.174 0.064 -0.156 -0.14
C 4.167 1.261 -2.106 0.450 -0.153 0.039 -0.52
S 2.442 1.580 -1.694 -0.150 0.226 -0.014 0.94
C 2.382 0.910 0.005 0.215 0.148 -0.287 -0.37
C 0.968 0.489 0.283 0.249 -0.183 0.062 -0.17
C 0.499 -0.699 -0.268 -0.367 -0.249 -0.069 -0.01
B 1.551 -1.583 -1.092 -0.076 -0.208 0.071 -0.56
C 2.587 -2.497 -0.343 0.027 0.206 -0.067 0.01
O 1.612 -1.521 -2.446 0.332 0.236 0.102 0.14
C -0.849 -1.098 -0.049 0.425 0.160 -0.158 -0.27
P -1.693 -2.620 -0.707 -0.572 -0.056 0.320 0.96
C -1.550 -2.525 -2.519 0.019 0.025 -0.112 -0.26
C -0.607 -4.019 -0.192 0.205 0.520 0.034 -0.40
C -0.150 -3.849 1.256 -0.137 -0.259 0.128 -0.15
C -1.633 -0.260 0.734 0.025 -0.101 -0.331 -0.39
P -3.363 -0.557 1.300 -0.121 0.406 0.692 0.96
P -4.650 0.054 -0.364 -0.429 0.254 -0.053 0.27
O -5.240 1.375 -0.145 0.189 -0.215 0.007 -0.29
O -3.791 -0.120 -1.696 -0.174 -0.103 0.024 -0.17
O -5.719 -1.131 -0.489 0.339 -0.154 0.046 -0.15
N -1.140 0.904 1.243 0.109 -0.199 0.152 0.12
B -2.137 1.771 2.068 -0.215 0.062 -0.053 -0.65
C -2.135 1.769 3.628 -0.010 0.110 -0.212 0.02
O -2.923 2.475 1.246 0.471 0.205 0.133 0.19
C 0.135 1.294 1.042 -0.385 0.164 0.205 -0.13
C 0.581 2.602 1.590 -0.017 0.363 -0.107 0.03
B 0.426 3.774 0.493 -0.091 0.226 0.019 -0.65
O 1.347 4.795 0.457 0.122 -0.358 -0.135 0.17
O -0.659 3.717 -0.322 0.364 -0.576 -0.240 0.20
H 5.020 1.564 -0.113 -0.041 0.011 0.018 0.06
H 6.182 1.499 -1.422 -0.019 0.001 0.012 0.08
H 5.216 2.946 -1.213 -0.128 -0.006 0.085 0.08
H 4.321 1.667 -3.106 -0.153 0.030 -0.025 0.08
H 4.312 0.181 -2.187 -0.127 -0.002 0.042 0.08
H 2.749 1.682 0.673 -0.033 -0.169 0.101 0.08
H 3.070 0.065 0.080 -0.080 -0.058 -0.085 0.09
H 2.321 -3.553 -0.399 0.032 -0.034 0.013 0.07
H 3.554 -2.381 -0.840 0.006 -0.121 -0.002 0.08
H 2.712 -2.230 0.708 -0.048 -0.118 0.020 0.07
H 1.292 -0.684 -2.808 -0.279 -0.144 -0.057 0.09
H -2.262 -1.785 -2.883 0.046 -0.011 0.044 0.02
H -1.875 -3.500 -2.888 0.030 0.000 -0.041 0.05
H -0.564 -2.306 -2.911 0.147 -0.070 -0.038 0.03
H -1.253 -4.895 -0.248 0.077 -0.066 -0.217 0.08
H 0.231 -4.141 -0.879 0.045 -0.214 0.027 0.07
H 0.231 -4.794 1.645 0.106 0.058 -0.012 0.08
H -0.992 -3.572 1.897 0.009 0.042 -0.018 0.07
H 0.624 -3.093 1.373 -0.029 -0.002 -0.028 0.05
H -3.473 -1.946 1.203 0.143 -0.108 -0.267 -0.09
H -4.362 -0.069 -2.478 0.140 0.077 -0.079 0.10
H -5.943 -1.569 0.340 -0.239 0.048 -0.064 0.08
H -1.402 2.476 4.020 0.026 -0.044 0.108 0.07
H -3.113 2.089 3.992 0.022 -0.063 0.065 0.08
H -1.911 0.782 4.032 0.041 0.013 0.071 0.08
H -3.528 3.100 1.663 -0.218 -0.160 -0.068 0.14
H 0.049 2.864 2.504 -0.075 0.043 -0.006 0.11
H 1.637 2.582 1.852 -0.155 -0.071 0.156 0.12
H 2.046 4.721 -0.201 -0.002 0.176 0.016 0.11
H -0.539 4.153 -1.173 -0.214 0.401 0.191 0.13
```
Positions in Å, forces in eV/Å.

A molecular structure, C29H29N4O7PS2SeW. Source: OMol25; level of theory: wB97M-V/def2-TZVPD.

Output
- Energy above the lowest of the compared OMol25 structures with the same formula, charge and spin: 22.1 kcal per mole
- Spin multiplicity: 2
- Energy: -5474.3674 hartree
- Expectation value of S²: 0.7529
- Charge: +1
- Kohn-Sham gap (alpha / beta): 6.450 / 4.965 eV

XYZ file:
```
74
Properties=species:S:1:pos:R:3:forces:R:3:mulliken_spin:R:1
W 1.501 1.946 2.378 -0.429 0.712 0.415 -0.01
C 2.799 0.288 3.181 -0.071 0.146 -0.583 0.00
C 4.070 0.644 2.476 0.126 0.084 0.260 0.00
C 4.424 -0.366 1.655 0.010 0.016 0.063 0.00
C 3.470 -1.451 1.801 -0.069 -0.036 0.119 0.00
C 2.540 -1.091 2.712 -0.071 -0.097 0.022 0.00
H 2.783 0.453 4.259 0.005 0.043 -0.004 0.00
H 4.623 1.554 2.647 0.008 0.016 -0.058 0.00
H 5.299 -0.381 1.022 0.001 -0.012 -0.006 0.00
H 3.519 -2.399 1.284 -0.003 -0.013 0.015 0.00
H 1.729 -1.711 3.066 -0.016 -0.006 -0.025 0.00
C -2.239 -7.877 -6.769 0.006 0.000 -0.006 0.00
O -2.588 -7.788 -5.395 -0.012 -0.010 -0.001 0.00
C -2.127 -6.738 -4.689 0.013 0.023 0.020 0.00
C -2.500 -6.697 -3.342 -0.005 -0.017 -0.018 0.00
C -2.076 -5.668 -2.536 0.007 0.012 0.007 0.00
C -1.268 -4.648 -3.050 -0.015 -0.015 -0.017 0.00
C -0.911 -4.691 -4.391 0.003 -0.003 -0.004 0.00
C -1.330 -5.725 -5.215 -0.004 -0.006 -0.006 0.00
C -0.831 -3.572 -2.165 0.024 0.017 0.050 0.00
N -1.325 -3.313 -0.974 -0.031 -0.011 -0.014 0.00
C -0.614 -2.243 -0.513 0.060 0.009 -0.053 0.00
C 0.333 -1.841 -1.434 -0.070 -0.030 0.067 0.00
N 0.181 -2.704 -2.488 0.002 -0.007 -0.052 0.00
C 1.229 -0.754 -1.213 0.056 0.037 -0.036 0.00
C 2.241 -0.311 -2.080 -0.027 0.006 0.042 0.00
C 3.037 0.740 -1.700 -0.007 -0.018 -0.014 0.00
C 2.827 1.356 -0.466 0.002 0.069 0.005 0.00
N 1.875 0.957 0.365 0.072 -0.244 -0.157 0.01
C 1.089 -0.085 0.009 -0.003 -0.027 0.103 0.00
C 0.109 -0.493 0.976 0.054 0.027 0.037 0.00
N 0.092 0.205 2.134 0.090 0.034 0.019 0.00
C -0.757 -0.147 3.086 -0.055 -0.010 -0.041 -0.01
C -1.641 -1.218 2.930 0.011 0.033 0.033 0.00
C -1.644 -1.932 1.758 0.008 -0.018 -0.027 0.00
C -0.745 -1.571 0.744 0.008 0.014 0.011 0.00
H -2.705 -8.785 -7.137 -0.001 -0.001 0.003 0.00
H -1.156 -7.948 -6.895 -0.001 0.000 0.001 0.00
H -2.620 -7.020 -7.328 -0.002 0.001 0.002 0.00
H -3.121 -7.494 -2.956 0.000 0.001 0.002 0.00
H -2.361 -5.636 -1.494 0.001 0.002 0.000 0.00
H -0.314 -3.903 -4.835 -0.001 0.004 0.005 0.00
H -1.039 -5.726 -6.255 -0.001 -0.002 0.000 0.00
H 0.738 -2.748 -3.323 0.001 0.001 0.002 0.00
H 2.396 -0.793 -3.037 -0.003 -0.001 -0.001 0.00
H 3.828 1.104 -2.338 0.001 -0.001 -0.001 0.00
H 3.428 2.194 -0.145 0.001 -0.004 0.009 0.00
H -0.736 0.440 3.992 -0.007 0.003 0.004 0.00
H -2.310 -1.465 3.741 -0.001 -0.003 -0.002 0.00
H -2.313 -2.767 1.599 0.001 0.000 -0.004 0.00
C -3.842 5.881 -0.562 -0.003 0.019 -0.041 0.00
C -2.535 5.192 -0.288 0.070 -0.064 0.160 0.01
O -2.593 4.667 1.082 -0.110 -0.166 -0.058 0.04
P -1.353 3.993 1.775 -0.149 0.333 0.464 -0.06
S -2.281 3.200 3.453 0.130 0.113 -0.308 0.95
S -0.405 2.728 0.595 0.108 0.001 -0.093 0.00
O -0.375 5.151 2.213 0.110 -0.400 -0.201 0.01
C -0.778 6.192 3.148 -0.060 0.064 0.088 0.00
C 0.048 6.079 4.403 0.023 0.002 -0.002 0.00
H -3.832 6.273 -1.579 -0.008 0.004 0.007 0.00
H -3.997 6.711 0.125 -0.003 0.001 0.003 0.00
H -4.674 5.184 -0.469 0.001 -0.004 0.005 0.00
H -1.685 5.873 -0.345 -0.007 0.010 -0.046 0.00
H -2.362 4.344 -0.950 -0.008 0.026 -0.038 0.00
H -1.844 6.096 3.359 0.014 0.022 -0.011 0.00
H -0.607 7.130 2.623 -0.013 0.005 0.015 0.00
H -0.113 5.114 4.884 0.001 0.003 0.008 0.00
H -0.237 6.870 5.098 -0.007 -0.009 0.009 0.00
H 1.109 6.190 4.181 -0.019 -0.001 -0.007 0.00
O 4.793 4.014 2.307 -0.022 0.000 0.010 0.00
Se 3.271 4.223 2.736 0.093 0.019 -0.169 0.00
O 2.802 2.825 3.673 -0.029 -0.221 -0.281 0.00
O 0.286 2.471 3.471 0.105 -0.458 0.083 0.04
O 2.315 3.416 1.418 0.118 -0.017 0.217 0.00
```
Positions in Å, forces in eV/Å.

A molecular structure, C7H14 in a non-equilibrium geometry. Source: OMol25; level of theory: wB97M-V/def2-TZVPD.

Output
- Energy above the lowest of the compared OMol25 structures with the same formula, charge and spin: 111.4 kcal per mole
- Energy: -274.9387 hartree
- Charge: 0
- Kohn-Sham gap: 8.205 eV

XYZ file:
```
21
Properties=species:S:1:pos:R:3:forces:R:3:lowdin_charge:R:1
C 1.902 -1.996 0.320 0.607 0.273 0.756 -0.12
C 0.681 -2.118 -0.597 0.587 -0.203 -1.551 -0.27
C -0.472 -1.188 -0.390 -0.685 1.665 0.608 -0.08
C -0.486 0.167 -0.552 0.541 -4.059 -1.394 -0.40
C 0.494 1.069 -1.092 -1.195 0.915 0.746 0.08
C -1.354 1.257 -0.339 1.258 1.370 -0.079 -0.11
C -1.976 1.743 0.944 -0.827 -0.682 0.384 -0.08
H 1.623 -2.049 1.380 -0.210 0.029 -0.171 0.07
H 2.420 -1.032 0.214 -0.282 -0.107 -0.133 0.06
H 2.710 -2.753 0.220 -0.761 0.161 -0.454 0.07
H 1.007 -2.020 -1.673 -0.008 0.008 0.827 0.12
H 0.273 -3.125 -0.548 0.115 -0.171 0.146 0.09
H -1.415 -1.661 -0.132 0.059 0.133 0.495 0.10
H 3.480 4.459 5.767 0.014 -0.019 -0.060 0.00
H 1.519 1.038 -0.720 -0.393 0.635 0.135 0.07
H 0.219 1.641 -1.983 0.529 -0.449 0.218 0.07
H -1.680 1.740 -1.258 -0.250 -0.048 0.244 0.11
H 3.639 4.236 5.076 -0.014 0.019 0.059 0.00
H -1.303 2.184 1.687 0.188 -0.204 -0.318 0.08
H -2.696 2.527 0.670 0.087 -0.273 0.296 0.07
H -2.528 0.902 1.482 0.639 1.008 -0.757 0.10
```
Positions in Å, forces in eV/Å.